a:
Molecular formula: H35O17
Method: DFT, ωB97M-V/def2-TZVPD

Each line ends with the Mulliken charge.
Positions of all 52 atoms, in Å:
O (-0.768, -0.127, -2.824)  -0.6575
H (-3.609, 3.796, -2.400)  0.3161
H (-1.924, 3.433, -2.003)  0.3351
O (-2.884, 3.080, -2.186)  -0.6499
H (2.798, -2.131, -2.879)  0.2166
H (2.766, -2.117, -0.154)  0.4179
O (-0.496, -2.460, -0.233)  -0.6749
H (0.612, -2.255, -0.418)  0.6437
H (-0.320, -3.089, 0.612)  0.5208
O (1.126, -3.843, 1.416)  -0.6378
H (1.932, -3.297, 1.509)  0.3232
H (-0.180, -2.129, -3.381)  0.3293
O (4.071, 2.268, 1.527)  -0.6027
H (0.947, 2.882, 1.230)  0.3289
O (-2.590, 4.058, 1.204)  -0.5556
H (-1.682, 4.189, 0.935)  0.2991
H (-4.713, -0.248, 1.462)  0.3458
O (3.826, -3.136, 0.997)  -0.6322
H (-3.836, 0.200, -0.670)  0.3729
H (2.621, 0.564, 1.757)  0.3465
O (-0.409, -3.055, -3.350)  -0.6267
H (-1.401, -0.674, -2.421)  0.2411
H (-3.461, 2.130, 3.167)  0.2893
O (3.292, -2.449, -2.304)  -0.5221
H (1.851, -1.401, 1.028)  0.4213
H (4.273, -2.748, -2.467)  0.3046
O (-4.819, -0.324, 0.375)  -0.6209
H (3.857, -4.043, 0.580)  0.3194
H (-5.753, -0.332, 0.204)  0.3119
O (0.197, 3.602, 1.521)  -0.6497
H (-1.668, 0.103, 0.977)  0.1986
H (4.560, 2.937, 1.172)  0.2699
O (2.243, -0.116, 2.369)  -0.6749
H (-0.684, -1.430, 0.318)  0.4985
H (2.831, -0.596, 2.954)  0.2661
O (-1.153, -0.263, 0.368)  -0.4822
H (-1.465, 0.289, -3.605)  0.3733
H (-1.648, -0.165, -0.607)  0.3979
O (-2.479, 2.158, 3.230)  -0.5814
H (4.195, -3.221, 1.887)  0.2880
H (-3.065, 3.618, 0.417)  0.2973
O (2.032, 1.787, -0.918)  -0.4935
H (3.317, 2.218, 0.929)  0.2234
H (1.786, 2.667, -0.873)  0.2872
O (1.875, -1.571, 0.111)  -0.7310
H (-2.328, 3.068, 3.172)  0.2980
H (1.323, -4.632, 1.027)  0.2859
O (-3.007, 0.254, -1.288)  -0.7676
H (-2.847, 1.224, -1.043)  0.3561
H (-1.396, -3.226, -3.625)  0.3000
H (0.393, 4.255, 2.341)  0.3217
H (1.466, 1.259, -1.262)  0.2148

Calculated values
HOMO, eV: -13.05
Total charge: +1



b:
Molecular formula: H35O17
Method: DFT, ωB97M-V/def2-TZVPD

Each line ends with the Mulliken charge.
Positions of all 52 atoms, in Å:
O (-3.898, -1.242, 2.124)  -0.6431
H (-1.542, 3.537, -1.965)  0.3100
H (-1.051, 3.321, -0.471)  0.2631
O (-0.710, 3.378, -1.361)  -0.5619
H (-4.467, 0.785, -1.410)  0.3149
H (1.330, -3.728, 0.972)  0.3554
O (-0.985, -1.494, 0.458)  -0.4017
H (-0.516, -1.381, -0.237)  0.1803
H (-3.156, 1.439, 0.415)  0.3429
O (3.980, 1.080, 2.222)  -0.6161
H (4.041, 1.074, 3.213)  0.3061
H (-1.849, 0.778, 0.562)  0.1277
O (-2.756, 0.749, 0.791)  -0.4966
H (0.812, 0.522, 2.596)  0.3536
O (3.098, -2.904, 0.061)  -0.5708
H (3.351, -3.012, -0.889)  0.3089
H (4.311, 1.168, -1.068)  0.3108
O (1.594, 3.992, 2.723)  -0.5506
H (-0.705, -3.127, -3.714)  0.2760
H (0.199, 2.328, -3.954)  0.3223
O (1.423, 1.310, 1.177)  -0.7401
H (-4.568, -0.880, 2.522)  0.3131
H (0.990, 2.002, 0.656)  0.2744
O (-4.335, 1.665, -0.985)  -0.7009
H (1.630, -4.591, 2.017)  0.2556
H (-4.669, 2.130, -1.745)  0.3071
O (3.676, 1.412, -1.793)  -0.6127
H (1.697, 4.785, 2.272)  0.2873
H (2.749, 1.250, -1.536)  0.3066
O (-2.996, 1.448, -3.186)  -0.5173
H (-1.397, -2.776, 3.490)  0.4284
H (3.640, -2.184, -4.095)  0.3216
O (-0.265, 3.192, -4.100)  -0.5947
H (-2.149, 1.889, -3.040)  0.2695
H (0.331, 3.789, -3.912)  0.2659
O (-2.145, -2.242, 3.853)  -0.5040
H (-2.890, -1.875, 3.036)  0.4950
H (-1.090, -2.562, 0.545)  0.2568
O (2.783, -2.366, -3.660)  -0.5783
H (0.995, 4.154, 3.415)  0.2924
H (3.676, -2.992, 0.654)  0.2374
O (0.480, 0.048, 3.292)  -0.5109
H (-1.450, -1.481, 3.712)  0.4179
H (2.313, 1.700, 1.418)  0.3333
O (0.905, -4.315, 1.575)  -0.5848
H (2.338, -2.795, -4.304)  0.2674
H (3.947, 0.229, 2.000)  0.2822
O (-0.807, -3.190, -2.780)  -0.5794
H (-1.047, -4.163, -2.743)  0.3191
H (-3.278, -0.477, 1.711)  0.4890
H (-2.806, 1.043, -4.051)  0.2856
H (1.238, -0.418, 3.519)  0.2865

Calculated values
HOMO, eV: -13.34
Total charge: +1



Which of them is the most stable, and which is the least stable? b and a, in that order.



a:
Molecular formula: C24H25N3O4S
Method: DFT, ωB97M-V/def2-TZVPD

Each line ends with the Mulliken charge.
Positions of all 57 atoms, in Å:
C (-2.490, -4.552, 0.690)  -1.2866
C (-2.603, -3.124, 1.204)  -0.1413
H (-2.791, -3.103, 2.280)  0.3753
H (-1.688, -2.569, 0.970)  0.1917
O (-3.716, -2.448, 0.622)  -0.3433
C (-3.489, -1.837, -0.554)  0.7684
O (-2.414, -1.799, -1.107)  -0.6427
N (-4.627, -1.306, -1.087)  0.0696
C (-4.467, -0.435, -2.232)  -0.9080
C (-4.101, 0.987, -1.739)  -0.6153
N (-4.548, 1.135, -0.371)  0.0045
C (-3.708, 1.169, 0.705)  0.1976
O (-4.095, 0.910, 1.829)  -0.6470
C (-2.302, 1.594, 0.447)  0.1146
C (-1.287, 0.825, 0.995)  -0.7565
C (0.047, 1.176, 0.826)  0.1821
C (0.354, 2.333, 0.108)  0.9140
C (-0.665, 3.126, -0.406)  -0.8483
C (-1.986, 2.761, -0.244)  -0.2935
H (-2.772, 3.388, -0.637)  0.4917
H (-0.403, 4.030, -0.933)  0.4077
S (2.024, 2.840, -0.126)  -0.3872
C (2.887, 1.311, 0.135)  0.6658
C (4.027, 1.113, -0.545)  -0.9667
C (4.877, -0.068, -0.500)  0.5788
C (6.261, 0.095, -0.523)  -0.6113
C (7.116, -0.995, -0.498)  0.8387
C (6.568, -2.272, -0.479)  -0.5945
C (5.195, -2.448, -0.489)  -0.6634
C (4.349, -1.357, -0.499)  -0.5240
H (3.280, -1.500, -0.527)  0.4916
H (4.782, -3.446, -0.490)  0.3865
H (7.222, -3.132, -0.465)  0.3954
C (8.603, -0.804, -0.476)  -1.4716
H (8.876, 0.172, -0.871)  0.3598
H (8.970, -0.871, 0.548)  0.2886
H (9.100, -1.574, -1.061)  0.3886
H (6.672, 1.095, -0.535)  0.4053
H (4.361, 1.908, -1.202)  0.3966
C (2.386, 0.420, 1.206)  0.3804
O (3.113, -0.268, 1.890)  -0.6153
N (1.035, 0.405, 1.417)  -0.1197
H (0.728, -0.267, 2.110)  0.2192
H (-1.541, -0.056, 1.565)  0.4092
C (-5.866, 0.572, -0.154)  -0.8697
C (-5.780, -0.969, -0.276)  -0.7632
H (-5.655, -1.423, 0.704)  0.3443
H (-6.682, -1.371, -0.748)  0.4318
H (-6.541, 0.993, -0.903)  0.3745
H (-6.202, 0.857, 0.842)  0.4253
H (-3.021, 1.124, -1.782)  0.4122
H (-4.583, 1.745, -2.365)  0.3769
H (-5.409, -0.436, -2.784)  0.3071
H (-3.675, -0.835, -2.864)  0.4387
H (-2.295, -4.543, -0.380)  0.3181
H (-3.413, -5.094, 0.878)  0.3159
H (-1.671, -5.057, 1.194)  0.4025

Calculated values
HOMO, eV: -7.94
SMILES: CCOC(=O)N1CCN(C(=O)c2ccc3c(c2)NC(=O)/C(=C\c2cccc(C)c2)S3)CC1



b:
Molecular formula: C24H25N3O4S
Method: DFT, ωB97M-V/def2-TZVPD

Each line ends with the Mulliken charge.
Positions of all 57 atoms, in Å:
C (2.057, 0.831, 4.693)  -0.6548
C (3.243, 0.844, 3.606)  -0.2986
H (2.965, 1.267, 2.622)  0.3644
H (4.211, 1.270, 4.104)  0.2225
O (3.846, -0.464, 3.331)  -0.3903
C (3.478, -0.986, 2.267)  0.7223
O (3.085, -0.254, 1.457)  -0.6646
N (3.800, -2.422, 1.967)  0.1200
C (3.295, -3.124, 0.833)  -0.7065
C (1.999, -3.863, 1.257)  -0.7912
N (1.350, -3.579, 2.497)  0.1904
C (0.581, -2.540, 2.473)  0.1833
O (0.394, -1.603, 3.451)  -0.7295
C (-0.300, -2.217, 1.204)  -0.0400
C (0.214, -1.075, 0.357)  -0.9416
C (-0.589, -0.787, -0.603)  1.4891
C (-1.574, -1.482, -1.084)  1.0124
C (-1.947, -2.700, -0.261)  -0.1790
C (-1.324, -3.050, 0.673)  -1.2199
H (-1.606, -3.888, 1.513)  0.1800
H (-2.656, -3.420, -0.716)  0.2877
S (-2.543, -1.460, -2.481)  -0.3767
C (-2.274, 0.315, -2.837)  0.1909
C (-3.359, 1.056, -3.125)  -0.6412
C (-3.416, 2.312, -3.787)  0.1077
C (-2.556, 3.493, -3.805)  -0.2287
C (-2.742, 4.951, -3.962)  0.2908
C (-4.246, 5.036, -4.183)  -0.2255
C (-5.173, 4.217, -3.803)  -0.8645
C (-4.881, 2.956, -3.650)  -0.0426
H (-5.645, 2.063, -3.640)  0.1358
H (-6.087, 4.478, -4.094)  0.3870
H (-4.478, 6.172, -4.316)  0.2458
C (-1.662, 5.911, -4.147)  -1.3748
H (-0.720, 5.401, -4.072)  0.3659
H (-1.997, 6.167, -5.193)  0.2920
H (-1.736, 6.565, -3.551)  0.4743
H (-1.653, 3.216, -3.498)  0.7970
H (-4.178, 0.456, -3.366)  0.3489
C (-0.860, 0.702, -2.479)  0.1758
O (-0.332, 1.836, -3.156)  -0.7134
N (-0.268, 0.165, -1.301)  -0.0984
H (0.810, 0.644, -1.235)  0.3589
H (1.005, -0.315, 0.823)  0.0611
C (2.377, -3.660, 3.643)  -0.7470
C (3.703, -3.090, 3.125)  -0.8151
H (4.269, -2.578, 4.024)  0.3214
H (4.263, -3.934, 2.923)  0.4445
H (2.229, -4.644, 3.913)  0.5100
H (1.960, -2.956, 4.508)  0.3257
H (1.238, -3.960, 0.420)  0.3853
H (2.295, -4.984, 1.414)  0.3701
H (3.937, -3.654, 0.246)  0.4737
H (2.873, -2.173, 0.195)  0.2490
H (1.721, 1.957, 4.851)  0.2933
H (2.210, 0.329, 5.720)  0.2493
H (1.396, 0.251, 4.234)  0.1177

Calculated values
HOMO, eV: -7.45
SMILES: CCOC(=O)N1CCN(C(=O)c2ccc3c(c2)NC(=O)/C(=C\c2cccc(C)c2)S3)CC1



Which of them is the most stable, and which is the least stable? a and b, in that order.



a:
Molecular formula: C3H21NO7
Method: DFT, ωB97M-V/def2-TZVPD

Each line ends with the Mulliken charge.
Positions of all 32 atoms, in Å:
C (1.278, -1.513, -1.542)  -1.2117
C (0.996, -0.065, -1.450)  0.8189
C (1.928, 0.889, -1.576)  -1.0936
N (-0.362, 0.242, -1.361)  -0.1584
H (2.338, -1.769, -1.570)  0.3916
H (0.821, -1.927, -2.443)  0.3119
H (0.870, -2.121, -0.727)  0.1686
H (1.679, 1.933, -1.724)  0.2777
H (2.962, 0.570, -1.590)  0.2469
H (-1.055, -0.481, -1.500)  -0.0658
H (-0.599, 1.172, -1.651)  0.3502
H (-1.978, -3.340, -2.004)  0.2885
H (-1.423, -2.530, -0.697)  0.4035
O (-1.767, -2.482, -1.611)  -0.6420
H (0.654, 1.570, 3.938)  0.3522
H (1.831, 0.709, 4.115)  0.3380
O (0.918, 0.766, 4.432)  -0.7104
H (-2.086, -2.559, 1.490)  0.2916
H (-0.820, -1.689, 1.347)  0.4450
O (-1.242, -2.521, 1.033)  -0.6748
H (-3.038, 0.447, -2.705)  0.3152
H (-2.246, 1.073, -3.873)  0.3179
O (-3.122, 1.034, -3.453)  -0.6420
H (0.678, -0.397, 1.584)  0.3073
H (-0.077, -0.045, 2.928)  0.3179
O (-0.195, -0.269, 1.982)  -0.7454
H (-0.669, 1.647, 0.375)  0.3719
H (-1.206, 2.132, 1.652)  0.3380
O (-0.593, 2.420, 0.969)  -0.7339
H (2.485, 2.838, 1.785)  0.2690
H (1.065, 2.168, 1.740)  0.3826
O (1.978, 2.098, 2.106)  -0.6261

Calculated values
HOMO, eV: -8.33
SMILES: C=C(C)N.O.O.O.O.O.O.O



b:
Molecular formula: C3H21NO7
Method: DFT, ωB97M-V/def2-TZVPD

Each line ends with the Mulliken charge.
Positions of all 32 atoms, in Å:
C (-2.494, 2.367, 1.272)  -1.1159
C (-1.506, 1.498, 0.580)  0.7437
C (-0.307, 2.010, 0.179)  -0.6048
N (-1.739, 0.148, 0.313)  -0.4556
H (-1.901, 3.373, 1.513)  0.2559
H (-2.961, 1.906, 2.111)  0.3273
H (-3.387, 2.409, 0.605)  0.3380
H (0.546, 1.297, 0.055)  -0.3718
H (0.124, 2.910, -0.070)  0.4125
H (-2.457, -0.318, 0.795)  0.3105
H (-0.877, -0.476, 0.248)  0.1453
H (2.464, 1.240, -0.730)  0.3416
H (3.732, 0.349, -0.746)  0.2895
O (2.919, 0.519, -1.251)  -0.6358
H (-1.256, -0.925, 2.870)  0.2940
H (-1.915, -1.337, 4.166)  0.2641
O (-1.987, -1.041, 3.309)  -0.5433
H (2.311, -0.446, 1.188)  0.2427
H (1.559, -1.862, 1.265)  0.2284
O (1.431, -0.956, 1.213)  -0.4648
H (1.735, 0.877, -3.148)  0.3245
H (1.031, -0.015, -4.314)  0.3331
O (1.678, 0.762, -4.123)  -0.6508
H (0.173, 0.812, 2.726)  0.3412
H (1.105, 0.118, 3.981)  0.3102
O (0.345, 0.715, 3.753)  -0.6514
H (0.563, -3.732, -0.535)  0.2769
H (0.757, -2.837, -1.716)  0.2875
O (1.030, -2.992, -0.740)  -0.5757
H (-1.013, -2.168, -3.571)  0.3079
H (-1.138, -0.824, -4.237)  0.3340
O (-0.564, -1.585, -4.265)  -0.6386

Calculated values
HOMO, eV: -7.97
SMILES: C=C(C)N.O.O.O.O.O.O.O



Which of them is the most stable, and which is the least stable? a and b, in that order.



a:
Molecular formula: C2H3N3OS2
Method: DFT, ωB97M-V/def2-TZVPD

Each line ends with the Mulliken charge.
Positions of all 11 atoms, in Å:
C (-1.132, -0.112, -0.002)  0.4225
C (0.967, -0.858, -0.008)  0.1610
H (-2.804, 0.714, 0.030)  0.3613
H (1.435, 2.626, 0.000)  0.1830
H (-0.647, -2.185, 0.005)  0.1689
N (-0.423, 0.990, -0.001)  -0.7262
N (0.876, 0.494, -0.002)  0.4738
N (-0.365, -1.228, -0.007)  -0.0330
O (-2.462, -0.182, -0.009)  -0.4741
S (2.240, 1.547, -0.005)  -0.1204
S (2.314, -1.807, -0.002)  -0.4168

Calculated values
HOMO, eV: -8.02
SMILES: Oc1nn(S)c(=S)[nH]1



b:
Molecular formula: C2H3N3OS2
Method: DFT, ωB97M-V/def2-TZVPD

Each line ends with the Mulliken charge.
Positions of all 11 atoms, in Å:
C (0.573, 2.237, 1.135)  -0.2220
C (-0.539, 0.249, -0.241)  -0.2039
N (1.284, 1.256, 1.476)  0.3326
N (1.305, 0.101, 1.488)  -0.4476
N (-0.837, -2.330, -0.805)  -0.5858
O (0.271, -0.586, -2.300)  -0.5130
S (-0.701, 1.862, -0.148)  0.0548
S (-0.969, -0.892, -1.596)  0.5673
H (0.920, 3.219, 1.240)  0.4021
H (-1.369, -2.444, 0.073)  0.3014
H (0.062, -2.672, -0.322)  0.3141

Calculated values
HOMO, eV: -8.72



c:
Molecular formula: C2H3N3OS2
Method: DFT, ωB97M-V/def2-TZVPD

Each line ends with the Mulliken charge.
Positions of all 11 atoms, in Å:
C (-0.786, -0.173, 1.296)  0.5164
C (-0.212, -0.070, -0.870)  0.5700
H (-2.505, -1.586, 1.848)  0.1938
H (2.837, 0.431, -0.926)  0.1637
H (0.535, 0.259, -2.655)  0.2619
N (0.327, 0.478, 1.208)  -0.6404
N (0.582, 0.736, -0.038)  0.3757
N (-0.105, -0.237, -2.110)  -0.6668
O (-1.192, -0.549, 0.007)  -0.3561
S (-1.484, -0.842, 2.734)  -0.2569
S (2.002, 1.554, -0.496)  -0.1613

Calculated values
HOMO, eV: -8.47
SMILES: [H]/N=c1/oc(S)nn1S



Which of them is the most stable, and which is the least stable? a and b, in that order.